# 1
C25H23N8O9RhS | wB97M-V/def2-TZVPD

Cartesian coordinates (Å):
C1 -5.114 -1.761 1.582
O1 0.014 -1.242 1.218
N1 -2.171 2.122 0.112
S1 -1.122 0.092 -2.879
H1 -3.413 -0.640 -1.128
C2 0.672 -1.953 -2.849
O2 4.750 2.831 -0.152
H2 -5.486 -1.802 -0.529
H3 0.721 1.569 3.146
C3 1.580 0.275 -3.024
H4 -4.438 4.558 -0.034
H5 0.084 0.660 4.541
C4 0.192 0.668 3.452
H6 -0.187 -2.603 -2.748
H7 -1.845 1.912 4.360
H8 3.690 0.412 -3.331
C5 3.288 -1.814 0.158
H9 4.452 -3.135 -3.303
O3 -1.118 1.160 -3.836
H10 3.223 -2.892 0.137
N2 -1.142 0.659 2.820
C6 1.935 -2.483 -3.040
Rh1 -1.057 0.531 0.706
N3 0.951 -1.796 0.578
C7 -2.228 1.753 -1.201
N4 -1.334 0.765 -1.384
N5 3.678 2.416 0.257
H11 -4.570 3.632 -2.369
C8 4.593 0.203 0.057
O4 0.875 -2.952 0.270
O5 1.115 1.105 0.403
H12 -1.251 -1.382 3.243
C9 -3.813 3.738 -0.353
C10 -3.632 -0.829 -0.086
C11 3.471 0.958 0.225
C12 -4.218 -1.408 2.582
C13 -3.032 -0.773 2.248
O6 2.799 3.120 0.699
C14 2.148 -1.053 0.362
C15 4.498 -1.187 0.023
C16 -3.863 3.232 -1.649
C17 -1.932 -0.531 3.242
C18 2.842 -0.248 -3.190
C19 2.132 0.401 0.354
N6 -3.104 2.240 -2.077
C20 -1.856 1.864 3.267
H13 5.552 0.688 -0.043
H14 -2.888 1.810 2.929
H15 0.758 -0.202 3.139
H16 -2.305 -0.395 4.263
C21 -4.807 -1.494 0.257
H17 -4.435 -1.644 3.619
H18 2.074 -3.558 -3.069
O7 -2.035 -1.008 -3.028
N7 4.288 -2.154 -3.448
H19 1.420 1.345 -3.051
N8 5.696 -1.982 -0.191
H20 5.088 -1.559 -3.327
C22 0.493 -0.578 -2.841
H21 -2.911 3.407 1.560
C23 -2.755 -0.441 0.917
O8 6.724 -1.390 -0.471
H22 -1.366 2.750 2.869
C24 3.037 -1.640 -3.218
H23 -6.041 -2.260 1.836
C25 -2.964 3.106 0.526
O9 5.599 -3.192 -0.103

The calculation puts the frontier orbital gap at 6.76 eV. For the HOMO energy, the calculation gives -8.5 eV. The energy comes out at -70482.0510 eV. The calculation puts the energy above the lowest of the compared OMol25 structures with the same formula, charge and spin at 0.0 kJ/mol.

# 2
C25H24BBrCrF6N3O8S4 | wB97M-V/def2-TZVPD

Cartesian coordinates (Å):
F1 0.798 2.791 -2.661
F2 2.990 1.263 -3.270
F3 -0.249 4.418 -1.693
H1 -6.180 3.359 -0.810
Cr1 0.063 0.519 0.450
H2 -4.364 -2.559 0.413
F4 1.729 4.735 -2.521
C1 -4.752 -1.928 3.314
C2 0.916 -0.160 3.428
H3 -1.695 -1.803 5.680
C3 0.947 -1.910 -2.629
H4 -1.567 -0.759 3.452
H5 -1.425 -2.950 -1.233
C4 -4.828 -2.515 4.566
F5 4.310 -0.298 -2.562
H6 -3.796 -2.934 6.399
H7 0.185 -1.219 -2.291
C5 -3.564 -1.320 2.927
H8 -2.069 -4.526 -0.805
H9 -2.612 -3.803 1.448
H10 -5.607 -1.940 2.647
S1 1.688 3.425 -0.254
S2 1.079 -2.762 -0.021
H11 0.906 -1.238 -4.656
C6 -2.237 -3.032 0.770
H12 3.730 -4.345 -3.792
C7 -1.505 -3.674 -0.417
O1 -0.775 0.763 -1.361
H13 2.672 -2.801 -5.407
C8 1.541 -2.793 -1.745
C9 1.360 -1.926 -3.955
C10 2.545 -3.667 -2.142
O2 0.690 2.570 0.369
H14 -1.944 2.763 -0.468
H15 -5.746 -2.995 4.881
S3 -3.449 -0.575 1.304
C11 -3.080 1.278 -1.529
O3 1.912 4.689 0.363
C12 2.944 -3.675 -3.468
C13 -0.111 -4.152 -0.017
B1 1.043 -0.741 4.893
S4 3.363 1.188 -0.654
N1 0.761 0.250 2.360
N2 -5.446 1.651 -1.706
O4 0.184 -1.572 0.139
O5 -2.117 -0.698 -2.393
H16 -4.485 0.010 -2.517
N3 3.036 2.728 -0.617
H17 -0.101 -4.549 1.001
F6 5.000 1.754 -2.638
C14 -2.557 -1.849 5.028
H18 2.156 -0.512 5.308
O6 2.210 0.322 -0.573
H19 -1.517 -2.439 1.333
C15 -1.906 0.356 -1.793
C16 -5.290 2.775 -1.015
O7 4.509 0.874 0.135
C17 -3.730 -2.478 5.420
C18 -2.922 2.458 -0.816
C19 -4.053 3.209 -0.562
C20 -3.372 -2.110 0.337
H20 3.023 -4.319 -1.418
O8 -2.082 0.038 1.247
H21 -3.235 -1.757 -0.689
Br1 -3.934 4.827 0.413
C21 -4.355 0.926 -1.953
C22 0.948 3.857 -1.888
C23 2.350 -2.803 -4.373
H22 0.831 -1.938 4.810
H23 0.190 -0.190 5.562
C24 -2.471 -1.260 3.772
C25 3.947 0.976 -2.390
H24 0.299 -4.906 -0.688

The charge is -1. The calculation puts the frontier orbital gap (alpha / beta) at 7.73 / 9.26 eV. Its expectation value of S² is 6.01. For the HOMO energy (alpha / beta), the calculation gives -5.6 / -7.2 eV. The energy comes out at -205954.8740 eV. The spin multiplicity is 5. The calculation puts the energy above the lowest of the compared OMol25 structures with the same formula, charge and spin at 0.0 kJ/mol.

# 3
C25H24Cl3NO6PTi | wB97M-V/def2-TZVPD

Cartesian coordinates (Å):
H1 0.990 -3.383 2.397
H2 2.579 -3.951 1.852
O1 3.200 -1.449 2.509
H3 -0.370 -4.524 1.219
H4 -1.586 1.832 -1.137
C1 -1.860 0.830 4.874
H5 -1.882 6.561 0.526
C2 2.355 -1.760 1.698
H6 -3.539 1.914 4.133
H7 3.791 -1.688 -1.584
O2 3.103 -2.191 -1.081
C3 -2.512 1.632 3.933
Cl1 1.674 0.509 -2.355
C4 0.384 -0.005 -3.368
H8 2.194 -5.234 -0.117
Ti1 1.166 -1.479 -0.771
H9 1.626 -4.425 -1.555
C5 2.151 -4.265 -0.583
H10 -2.592 2.405 1.958
C6 -1.699 -0.888 -4.909
C7 -0.160 -3.929 0.265
Cl2 -1.505 -3.428 -4.275
Cl3 -2.163 1.482 -6.072
C8 -1.196 -2.786 0.169
C9 -0.826 3.307 0.269
C10 -2.503 3.817 -1.427
H11 -0.392 -4.607 -0.592
H12 4.239 -3.671 -0.126
C11 3.496 -3.622 -0.934
C12 -2.551 5.125 -1.021
H13 1.421 3.565 2.567
C13 -0.597 0.356 4.582
C14 -1.040 -1.806 -4.130
H14 2.209 3.631 0.962
C15 1.793 -3.200 1.623
C16 -0.283 0.941 -4.156
C17 -1.917 1.945 2.700
O3 1.931 -0.879 0.844
C18 0.023 -1.357 -3.242
O4 0.816 -2.254 -2.592
C19 -1.758 5.504 0.094
C20 -1.618 2.877 -0.841
H15 -2.337 0.538 5.812
C21 -1.346 0.464 -4.913
C22 1.762 2.989 1.717
H16 -2.570 -1.259 -5.496
H17 -0.275 4.936 1.545
C23 0.093 0.839 3.500
P1 0.290 2.074 1.010
C24 -0.847 4.632 0.667
H18 -3.173 3.466 -2.245
H19 2.544 2.294 2.034
C25 -0.556 1.592 2.477
H20 -0.163 -0.420 5.202
H21 0.005 1.971 -4.054
O5 -2.371 -2.849 0.425
H22 3.913 -4.025 -1.865
N1 1.239 -3.402 0.212
H23 -3.273 5.828 -1.399
O6 -0.609 -1.639 -0.233
H24 1.084 0.516 3.296

The charge is +1. The calculation puts the frontier orbital gap at 5.10 eV. For the HOMO energy, the calculation gives -10.1 eV. The energy comes out at -110056.8881 eV. The calculation puts the energy above the lowest of the compared OMol25 structures with the same formula, charge and spin at 122.7 kJ/mol.

# 4
C25H24F3O4PPdSe2 | wB97M-V/def2-TZVPD

Cartesian coordinates (Å):
C1 2.420 3.577 0.655
H1 -2.423 -5.773 1.619
C2 -0.564 -0.018 2.416
H2 3.237 4.217 0.987
Pd1 1.354 0.369 -0.373
H3 -4.074 -1.913 -4.297
C3 -1.760 -2.865 -2.006
H4 0.518 0.026 2.338
C4 0.321 3.946 -0.731
H5 1.643 3.603 1.420
C5 -3.414 -1.858 -3.439
C6 2.297 -0.491 -1.993
C7 -2.587 0.542 3.609
C8 0.828 -4.946 2.046
C9 1.835 4.169 -0.647
F1 2.422 0.385 -3.028
H6 -0.119 4.303 0.203
H7 -2.420 -3.595 0.504
C10 -3.344 -0.699 -2.679
C11 -1.498 -3.964 0.939
C12 -2.612 -2.940 -3.102
H8 -4.411 -0.171 2.720
F2 1.611 -1.557 -2.529
H9 -3.081 1.028 4.442
H10 1.555 6.095 0.304
O1 3.387 6.115 -0.577
O2 3.163 -3.379 1.813
H11 1.765 -5.289 2.468
H12 2.240 2.601 -2.081
H13 1.516 6.132 -1.465
Se1 3.184 1.773 0.642
O3 3.955 3.760 -1.825
H14 -2.637 -3.844 -3.700
F3 3.555 -0.972 -1.782
C13 0.828 -3.687 1.454
C14 -3.330 -0.126 2.645
C15 -1.304 -0.684 1.442
C16 -2.688 -0.737 1.575
C17 2.028 5.694 -0.598
H15 -2.430 0.300 -1.023
Se2 -0.379 2.130 -1.034
H16 -0.321 -6.680 2.589
P1 -0.375 -1.494 0.051
H17 -3.287 -1.249 0.831
H18 -0.606 1.107 4.229
C18 -1.502 -5.203 1.561
C19 2.520 3.637 -1.903
C20 -1.704 -1.717 -1.216
H19 3.886 5.415 -1.037
H20 4.206 3.048 -1.202
O4 1.816 -1.608 1.358
H21 -0.085 4.563 -1.538
C21 -0.336 -3.190 0.861
H22 -1.126 -3.711 -1.771
C22 -0.327 -5.708 2.108
C23 -2.493 -0.625 -1.585
H23 2.201 4.228 -2.767
C24 -1.203 0.587 3.490
C25 2.090 -2.821 1.557
H24 -3.941 0.165 -2.946

The charge is -2. The calculation puts the frontier orbital gap (alpha / beta) at 5.43 / 5.64 eV. For the HOMO energy (alpha / beta), the calculation gives -0.9 / -1.1 eV. The energy comes out at -186120.4152 eV. The calculation puts the energy above the lowest of the compared OMol25 structures with the same formula, charge and spin at 184.7 kJ/mol.

Number 1 is which compound?
C25H23N8O9RhS

Number 1 is which compound?
C25H23N8O9RhS